Molecular formula: C54H144B2F8N9O18
Method: DFT, wB97M-V/def2-TZVPD

Strongest force on any atom   4.59 eV/A
HOMO energy (spin up / spin down)   -11.72 / -18.25 eV
Orbital gap (spin up / spin down)   0.060 / 0.295 hartree
Expectation value of S²   0.751
Net charge   +6
2S+1   2
Energy   -131627.59382 eV

Geometry (Å):
1 B -3.539 -1.849 1.366
2 H 5.737 -0.709 2.280
3 H -5.186 6.623 -2.469
4 C 2.093 -3.798 -1.791
5 F 2.479 1.006 -4.016
6 C -1.380 6.351 4.156
7 H -6.146 -5.651 -8.045
8 H -6.635 2.689 -4.759
9 O 2.022 0.298 1.156
10 H -1.303 -0.383 1.041
11 H 0.234 -6.659 1.663
12 C 2.756 -0.896 1.391
13 H -0.766 0.654 -8.377
14 H 4.206 -1.096 9.626
15 H 1.360 -0.009 -7.523
16 H 7.627 5.142 -2.977
17 N 0.156 -1.473 -6.408
18 H -2.009 -3.709 3.122
19 H -7.151 -4.461 -10.644
20 H -0.378 5.946 8.005
21 H -7.407 -1.578 -1.822
22 H -3.766 4.860 5.760
23 C 0.042 -5.247 -1.346
24 O 3.961 0.945 9.839
25 H -2.057 7.137 3.821
26 H 10.025 -4.644 5.755
27 O 0.903 4.412 -0.518
28 F 2.083 1.354 -1.916
29 N 0.018 -5.872 1.068
30 H -2.219 -0.061 -3.709
31 C 7.945 -4.987 4.627
32 H 7.027 -3.981 2.372
33 O 0.780 -3.998 -1.116
34 H 10.019 -2.962 6.216
35 O 0.106 5.628 5.993
36 H 0.640 -0.094 2.615
37 C 6.468 -5.123 4.236
38 H 7.255 3.540 -3.319
39 H -5.478 3.405 -1.155
40 C -5.803 1.248 -1.125
41 C -0.587 0.872 -7.324
42 O -6.893 -3.770 -8.596
43 H 0.909 6.369 0.231
44 H 0.045 -1.510 0.594
45 H -8.462 -3.585 -9.847
46 C 2.830 5.409 0.452
47 C 0.536 -0.047 -6.810
48 H -7.651 -2.584 -4.576
49 H 1.763 -3.354 4.031
50 F -2.625 -2.448 0.540
51 H 2.706 1.166 4.083
52 H -4.559 7.044 -4.120
53 N -7.093 2.740 -2.638
54 H 3.793 -0.940 1.057
55 H -0.051 7.623 5.299
56 C 6.947 -1.690 -0.068
57 O -1.679 1.673 -2.774
58 H -1.452 -4.253 0.631
59 H -1.834 -4.555 -5.681
60 H -4.814 2.620 -2.577
61 H -0.404 0.902 4.418
62 H -0.647 6.108 3.387
63 H 1.372 -4.444 -4.726
64 H 7.985 -1.641 0.260
65 H 7.044 -2.168 -1.043
66 C -2.766 4.452 5.616
67 H 0.766 -5.252 1.343
68 H -1.331 7.008 6.308
69 C 3.006 1.280 5.125
70 H -5.106 -1.750 -1.623
71 H -1.682 4.336 3.942
72 H -5.826 -1.154 -3.955
73 H 2.813 3.892 -2.192
74 H 4.091 1.202 5.053
75 C -0.336 3.769 -0.291
76 H -2.327 -3.906 -4.171
77 H -3.571 6.345 -2.824
78 F -4.189 -0.719 0.755
79 H 0.217 -5.664 -2.337
80 H 5.642 -4.787 4.863
81 H -7.853 3.258 -2.221
82 C 0.726 0.290 1.599
83 O -5.043 4.967 -3.610
84 H 0.943 5.021 1.431
85 H 10.238 -3.371 4.546
86 C -7.330 -0.653 -1.250
87 H 6.146 -2.297 4.173
88 H 4.098 3.244 6.481
89 H -4.377 -4.448 -6.403
90 H -1.086 4.561 -0.272
91 C 5.773 -2.711 3.237
92 B 2.800 0.569 -2.739
93 H 0.577 0.336 -1.254
94 H -8.035 3.403 -4.400
95 H 7.295 -1.557 2.327
96 H -0.376 1.932 -7.183
97 H 3.283 4.615 1.045
98 N 6.266 -4.145 3.016
99 C 3.335 3.589 5.784
100 O 6.024 -2.174 0.902
101 H -6.740 -2.002 -5.977
102 H 0.540 -4.187 -6.282
103 H 2.882 -0.881 5.555
104 H -2.177 2.998 -4.426
105 F -2.797 -1.497 2.521
106 C 4.567 -0.120 9.300
107 H -3.569 -2.113 -2.464
108 H -2.118 -5.846 1.314
109 H 3.729 3.958 4.837
110 C 4.351 0.050 7.737
111 C -1.248 -4.382 2.726
112 H -3.441 0.604 -8.003
113 H -6.348 5.167 -5.162
114 C -4.536 -2.511 -2.157
115 C 3.926 0.612 11.275
116 H -3.726 2.465 4.918
117 H 4.815 -0.734 7.138
118 C -1.447 1.204 4.505
119 C -0.307 -0.479 0.609
120 H -6.989 -0.952 -0.258
121 O 6.124 4.282 -1.733
122 C 0.200 -6.394 -0.373
123 H -2.975 5.251 3.560
124 N 2.929 0.205 7.404
125 H -4.863 -2.947 -7.040
126 H -2.922 2.603 6.447
127 H 0.792 -4.826 4.321
128 C -0.657 6.739 5.495
129 H 0.293 -3.249 4.878
130 H -0.212 -1.853 -7.268
131 H -0.470 0.167 -3.634
132 C -4.550 6.323 -3.302
133 H -2.269 -0.482 -1.329
134 H 1.230 -6.742 -0.450
135 C -7.003 3.429 -4.049
136 C 3.724 4.243 -1.710
137 H 0.583 1.361 1.743
138 H 2.962 -1.215 2.413
139 H 8.206 3.839 -1.930
140 H -0.529 2.960 -0.995
141 C -1.320 2.652 -3.848
142 H -7.051 5.429 -3.534
143 H -1.887 1.047 3.519
144 H -0.513 2.271 -4.473
145 H 4.959 0.611 11.623
146 H -6.316 1.381 -0.173
147 H 4.875 0.917 7.335
148 H 2.570 1.102 7.697
149 C 1.360 -2.273 -5.778
150 H -0.859 3.522 -3.381
151 H -1.899 0.523 5.226
152 C 9.689 -3.656 5.443
153 C -5.236 -3.954 -6.857
154 H -1.220 -5.145 -4.031
155 H 0.897 4.874 7.686
156 O 0.054 -3.771 2.815
157 O -1.605 2.517 4.916
158 N -2.305 5.051 4.289
159 H 2.277 -1.779 0.969
160 C -5.846 -4.613 -8.191
161 H 1.261 6.573 7.386
162 F 2.251 -0.628 -2.598
163 C -5.517 -2.145 -4.287
164 H 3.531 -0.390 11.443
165 H 6.681 -0.665 -0.327
166 H -8.085 -5.274 -9.367
167 H 1.850 -1.764 -4.947
168 C -7.672 -4.320 -9.697
169 O -6.471 0.269 -1.891
170 H -7.166 -4.243 -6.386
171 H -0.879 -1.511 -1.964
172 H -0.393 1.147 -0.650
173 H 6.427 -6.111 3.778
174 H 2.599 -2.900 -1.438
175 C 0.814 -3.729 -5.331
176 C 1.324 5.392 0.480
177 H 2.725 4.397 6.188
178 C -6.689 -2.629 -5.087
179 H 5.631 -4.602 2.378
180 H -2.101 4.643 6.458
181 C 0.757 -3.773 4.042
182 C -3.036 1.019 -7.080
183 H -0.561 -1.394 -5.702
184 C -5.653 2.612 -1.882
185 C 0.476 5.818 7.339
186 C -1.405 0.328 -3.098
187 H -1.003 -4.940 -1.357
188 H 3.215 6.344 0.860
189 C -1.456 -4.308 -4.688
190 H -1.230 -5.214 3.430
191 H 5.646 -0.061 9.444
192 H -8.316 -0.191 -1.197
193 H -0.236 3.233 0.653
194 C -1.355 -5.068 1.348
195 H -0.493 -7.200 -0.614
196 C 2.559 0.086 5.940
197 H 3.389 1.277 11.951
198 H -5.026 -4.557 -8.907
199 N -0.300 0.151 -0.789
200 H 4.743 -2.981 3.472
201 N -6.374 -3.934 -5.840
202 H -3.760 0.747 -6.312
203 O 2.444 2.466 5.663
204 H 1.915 -3.713 -2.863
205 H 4.438 5.916 -0.769
206 H -2.915 2.101 -7.139
207 H 4.906 3.560 -3.302
208 C -1.296 -0.515 -1.819
209 F 4.222 0.412 -2.576
210 O -0.412 -3.370 -4.630
211 H -6.159 -4.674 -5.187
212 H 1.001 0.348 -5.907
213 H 2.720 -4.627 -1.462
214 C 6.223 -1.678 2.168
215 H -4.342 -3.270 -1.399
216 O -1.756 0.551 -6.595
217 H 3.881 3.439 -0.991
218 C 4.956 4.369 -2.573
219 H -4.801 0.830 -1.022
220 F -4.493 -2.667 1.811
221 H 2.177 -2.349 -6.495
222 C -6.366 4.823 -4.128
223 O 8.358 -3.797 5.156
224 H -7.410 1.791 -2.775
225 H 8.115 -5.788 5.346
226 H 4.969 5.167 -3.316
227 H 2.332 -0.372 7.979
228 H 8.617 -5.313 3.833
229 N 3.509 5.555 -0.934
230 H -4.659 -2.052 -4.953
231 H 3.130 6.357 -1.418
232 C 7.340 4.220 -2.472
233 C -2.861 2.916 5.405
234 H 1.475 0.199 5.943
235 O -5.250 -3.109 -3.229